[1]
Here is a cluster of 6 separate species, C41H100BCl3N9O14P2 in total at a distorted geometry from the Open Molecules 2025 dataset. Energies are from ωB97M-V/def2-TZVPD.

HOMO-LUMO gap ... 6.4 eV

Structure (ORCA input):
```
! wB97M-V def2-TZVPD RIJCOSX def2/J DEFGRID3
* xyz 1 1
C -3.614 1.214 2.972
C -2.089 1.064 3.173
C -1.367 2.275 3.804
B -2.048 3.614 3.139
N -2.422 4.755 3.938
O -2.353 3.724 1.810
C -1.530 2.385 5.359
N -2.896 2.326 5.797
N -0.722 1.454 6.145
P -1.383 -0.076 6.514
O -1.634 -0.177 7.952
C 0.701 1.609 5.822
C 1.695 1.016 6.816
Cl 1.912 -0.759 6.808
C 3.102 1.669 6.716
C 4.003 1.051 7.811
Cl 3.021 3.429 7.060
C 0.989 1.381 4.314
C 0.946 -0.045 3.763
C 2.363 -0.458 3.333
O 3.300 -0.339 3.976
Cl 2.517 -1.195 1.711
N 0.141 2.371 3.535
P 0.694 2.379 1.830
O 2.145 2.355 1.761
H -4.137 1.776 3.742
H -4.057 0.220 2.922
H -3.828 1.661 1.999
H -1.942 0.177 3.800
H -1.676 0.768 2.201
H -1.603 5.073 4.458
H -2.633 5.542 3.325
H -2.147 2.929 1.299
H -1.143 3.396 5.619
H -3.414 3.169 5.570
H -2.932 2.217 6.809
H -0.624 -1.196 6.126
H -2.636 -0.189 5.866
H 0.872 2.697 5.930
H 1.333 1.284 7.812
H 3.564 1.488 5.747
H 4.466 0.120 7.496
H 4.821 1.765 7.948
H 3.497 0.999 8.776
H 2.015 1.735 4.165
H 0.344 -0.167 2.858
H 0.606 -0.817 4.452
H 0.428 3.286 3.912
H 0.187 1.274 1.111
H 0.241 3.552 1.181
C 1.834 -0.476 -2.046
O 0.629 -1.178 -2.286
C 0.289 -1.305 -3.666
C 0.465 -2.733 -4.146
N 1.872 -3.108 -4.205
C 2.113 -4.544 -4.383
C 1.595 -5.499 -3.307
O 2.255 -5.396 -2.054
C 1.795 -4.360 -1.212
H 1.877 -0.252 -0.980
H 2.708 -1.083 -2.299
H 1.865 0.466 -2.602
H 0.852 -0.602 -4.288
H -0.770 -1.044 -3.751
H 0.027 -2.830 -5.145
H -0.101 -3.379 -3.463
H 2.322 -2.820 -3.346
H 3.193 -4.672 -4.445
H 1.708 -4.848 -5.351
H 1.799 -6.513 -3.660
H 0.507 -5.440 -3.176
H 0.723 -4.177 -1.329
H 2.357 -3.438 -1.388
H 1.983 -4.660 -0.179
C 8.107 -3.171 -8.314
O 7.233 -3.673 -9.309
C 7.577 -4.969 -9.788
C 6.589 -6.016 -9.306
N 6.710 -6.246 -7.870
C 5.616 -7.020 -7.286
C 4.198 -6.454 -7.376
O 3.977 -5.289 -6.597
C 4.393 -4.074 -7.198
H 7.889 -2.112 -8.185
H 7.944 -3.669 -7.352
H 9.154 -3.276 -8.611
H 8.604 -5.239 -9.524
H 7.519 -4.923 -10.879
H 6.777 -6.955 -9.835
H 5.586 -5.667 -9.579
H 6.749 -5.351 -7.399
H 5.854 -7.145 -6.227
H 5.624 -8.021 -7.730
H 3.528 -7.213 -6.961
H 3.870 -6.297 -8.409
H 4.277 -4.088 -8.284
H 5.428 -3.845 -6.931
H 3.772 -3.273 -6.793
C -8.441 -3.751 5.433
O -9.179 -3.421 4.270
C -10.196 -2.447 4.482
C -9.831 -1.120 3.842
N -8.726 -0.474 4.541
C -8.136 0.657 3.824
C -7.512 0.395 2.454
O -6.326 -0.392 2.481
C -6.538 -1.794 2.543
H -7.858 -4.645 5.213
H -7.745 -2.951 5.709
H -9.102 -3.968 6.276
H -10.429 -2.328 5.544
H -11.096 -2.826 3.988
H -10.703 -0.460 3.865
H -9.586 -1.321 2.791
H -7.999 -1.159 4.704
H -7.353 1.062 4.473
H -8.893 1.438 3.721
H -7.207 1.367 2.055
H -8.228 -0.013 1.733
H -7.439 -2.101 2.009
H -6.582 -2.133 3.581
H -5.679 -2.284 2.081
C -13.407 5.894 5.329
O -12.713 6.623 4.331
C -11.800 7.588 4.842
C -10.362 7.160 4.615
N -10.005 6.019 5.452
C -8.744 5.375 5.091
C -8.611 4.768 3.694
O -9.420 3.627 3.466
C -10.767 3.907 3.111
H -14.221 5.359 4.841
H -12.758 5.157 5.814
H -13.833 6.560 6.084
H -11.990 7.808 5.896
H -11.974 8.509 4.277
H -9.698 7.997 4.851
H -10.255 6.931 3.547
H -10.740 5.327 5.391
H -8.588 4.570 5.815
H -7.932 6.095 5.240
H -7.579 4.415 3.598
H -8.751 5.506 2.896
H -10.858 4.823 2.525
H -11.397 3.962 4.001
H -11.133 3.074 2.510
C 11.681 -1.724 -5.216
O 10.889 -1.309 -6.315
C 9.929 -0.307 -5.999
C 10.316 1.033 -6.599
N 11.484 1.599 -5.936
C 12.084 2.738 -6.633
C 12.624 2.523 -8.047
O 13.770 1.695 -8.121
C 13.513 0.302 -8.116
H 12.210 -2.629 -5.513
H 12.425 -0.968 -4.948
H 11.062 -1.955 -4.344
H 9.761 -0.228 -4.921
H 8.988 -0.626 -6.455
H 9.475 1.726 -6.496
H 10.494 0.871 -7.670
H 12.189 0.880 -5.846
H 12.916 3.079 -6.012
H 11.353 3.553 -6.656
H 12.948 3.500 -8.415
H 11.853 2.179 -8.747
H 12.575 0.053 -8.618
H 13.510 -0.088 -7.095
H 14.329 -0.190 -8.646
*
```

[2]
Here is a structure of composition C12H14F6I2IrNO4S2 at a distorted geometry from the Open Molecules 2025 dataset. Energies are from ωB97M-V/def2-TZVPD.

Relative energy (zero: lowest compared OMol25 entry of this formula, charge and spin) ... 2.402 eV
HOMO-LUMO gap (spin up / spin down) ... 7.4 / 6.3 eV

Structure (ORCA input):
```
! wB97M-V def2-TZVPD RIJCOSX def2/J DEFGRID3
* xyz 3 2
Ir -0.280 0.466 -0.413
C 3.120 0.240 3.505
C 1.787 0.031 2.872
C 0.707 0.847 3.161
C -0.583 0.618 2.620
C -1.735 1.312 3.214
C -0.776 -0.417 1.607
C 0.255 -1.361 1.445
C -0.016 -2.722 0.943
C 1.559 -1.058 2.005
H 3.146 -0.277 4.471
H 3.308 1.290 3.723
H 3.932 -0.175 2.909
H 0.833 1.656 3.873
H -1.876 0.898 4.227
H -2.668 1.172 2.679
H -1.530 2.372 3.393
H -1.792 -0.771 1.454
H 0.840 -3.160 0.432
H -0.912 -2.789 0.335
H -0.187 -3.355 1.829
H 2.369 -1.760 1.826
I 0.792 2.959 -0.233
C -1.126 3.675 -0.834
I -2.506 2.172 -0.236
H -1.142 3.751 -1.914
H -1.349 4.608 -0.327
F 0.769 -3.475 -3.486
C 1.576 -2.645 -2.895
F 1.970 -3.106 -1.719
F 2.583 -2.292 -3.633
S 0.583 -1.102 -2.471
O -0.543 -1.465 -1.559
O 1.417 -0.152 -1.664
N 0.126 -0.568 -3.823
S -0.693 0.791 -3.787
O -0.746 1.289 -2.352
O -0.318 1.768 -4.730
C -2.435 0.265 -4.089
F -2.506 -0.425 -5.185
F -2.798 -0.466 -3.038
F -3.158 1.360 -4.139
*
```

[3]
Here is the molecule C22H24O5S from the Open Molecules 2025 dataset. Energies are from ωB97M-V/def2-TZVPD.

Relative energy (zero: lowest compared OMol25 entry of this formula, charge and spin) ... 0.000 eV
SMILES string ... CCCCCCc1cc2cc(S(=O)(=O)c3ccc(C)cc3)c(=O)oc2cc1O
HOMO-LUMO gap ... 8.4 eV

Structure (ORCA input):
```
! wB97M-V def2-TZVPD RIJCOSX def2/J DEFGRID3
* xyz 0 1
C -6.362 -3.400 0.569
C -5.899 -2.198 -0.246
C -6.331 -0.883 0.401
C -6.018 0.350 -0.448
C -4.535 0.574 -0.744
C -3.699 0.797 0.522
C -2.278 1.110 0.161
C -1.317 0.129 0.095
C 0.004 0.411 -0.278
C 1.036 -0.567 -0.379
C 2.277 -0.197 -0.752
S 3.558 -1.451 -0.985
O 3.728 -1.637 -2.399
O 3.129 -2.588 -0.210
C 5.038 -0.765 -0.264
C 6.082 -0.369 -1.075
C 7.210 0.178 -0.495
C 7.296 0.333 0.886
C 8.523 0.940 1.494
C 6.231 -0.075 1.680
C 5.097 -0.625 1.108
C 2.623 1.176 -1.046
O 3.720 1.573 -1.347
O 1.605 2.089 -0.947
C 0.350 1.737 -0.589
C -0.611 2.740 -0.530
C -1.913 2.435 -0.165
O -2.866 3.388 -0.100
H -7.446 -3.414 0.648
H -5.947 -3.362 1.574
H -6.041 -4.327 0.100
H -6.319 -2.258 -1.253
H -4.812 -2.228 -0.337
H -5.860 -0.789 1.381
H -7.411 -0.915 0.565
H -6.546 0.261 -1.401
H -6.409 1.233 0.064
H -4.442 1.457 -1.380
H -4.131 -0.275 -1.298
H -4.123 1.630 1.083
H -3.722 -0.098 1.143
H -1.575 -0.891 0.337
H 0.838 -1.607 -0.163
H 5.985 -0.491 -2.142
H 8.035 0.495 -1.117
H 8.627 1.975 1.172
H 8.475 0.918 2.580
H 9.413 0.401 1.172
H 6.288 0.039 2.753
H 4.265 -0.958 1.709
H -0.324 3.752 -0.774
H -2.496 4.249 -0.332
*
```

[4]
Here is a cluster of 6 separate species, C18H36O18 in total at a distorted geometry from the Open Molecules 2025 dataset. Energies are from ωB97M-V/def2-TZVPD.

Relative energy (zero: lowest compared OMol25 entry of this formula, charge and spin) ... 1.071 eV
SMILES string ... COC(=O)OC.COC(=O)OC.COC(=O)OC.COC(=O)OC.COC(=O)OC.COC(=O)OC
HOMO-LUMO gap ... 11.2 eV

Structure (ORCA input):
```
! wB97M-V def2-TZVPD RIJCOSX def2/J DEFGRID3
* xyz 0 1
C -21.275 12.970 31.213
O -20.692 13.388 32.446
C -21.142 14.489 33.019
O -22.042 15.178 32.625
O -20.384 14.723 34.095
C -20.539 16.005 34.677
H -20.780 13.494 30.401
H -22.355 13.105 31.148
H -21.175 11.891 31.116
H -19.792 16.095 35.467
H -21.482 16.146 35.206
H -20.351 16.814 33.975
C -16.859 10.637 27.146
O -16.530 11.297 28.358
C -17.442 11.342 29.312
O -18.597 11.018 29.207
O -16.868 11.804 30.418
C -17.640 11.873 31.586
H -16.017 10.538 26.476
H -17.733 11.095 26.678
H -17.243 9.649 27.425
H -17.098 12.545 32.251
H -17.837 10.939 32.116
H -18.601 12.371 31.443
C -14.814 12.317 37.579
O -16.168 11.877 37.502
C -16.985 12.468 36.623
O -16.706 13.467 36.000
O -18.101 11.793 36.589
C -19.070 12.175 35.609
H -14.238 11.930 36.738
H -14.386 12.043 38.535
H -14.844 13.402 37.454
H -18.589 12.305 34.643
H -19.614 13.103 35.788
H -19.841 11.412 35.653
C -11.532 10.097 40.179
O -12.704 10.887 40.164
C -12.830 11.839 41.069
O -12.005 12.145 41.891
O -14.030 12.375 40.914
C -14.570 13.333 41.794
H -10.686 10.643 39.765
H -11.687 9.163 39.645
H -11.249 9.797 41.190
H -14.245 13.095 42.814
H -15.645 13.176 41.839
H -14.270 14.354 41.570
C -12.276 15.535 37.405
O -13.264 16.482 37.000
C -12.891 17.670 36.580
O -11.777 18.100 36.424
O -14.013 18.362 36.330
C -13.945 19.697 35.895
H -11.446 16.040 37.897
H -11.870 14.910 36.612
H -12.794 14.930 38.146
H -14.683 19.779 35.094
H -13.016 19.933 35.369
H -14.119 20.422 36.686
C -7.607 14.020 35.641
O -8.271 13.040 36.418
C -9.483 12.681 36.061
O -10.177 13.246 35.257
O -9.838 11.618 36.762
C -11.222 11.302 36.818
H -7.983 15.018 35.856
H -7.778 13.789 34.586
H -6.528 13.992 35.760
H -11.615 11.147 35.809
H -11.722 12.180 37.230
H -11.366 10.381 37.370
*
```

| no. | calculated total energy (eV) |
| --- | --- |
| 1 | -143024.646 |
| 2 | -79331.561 |
| 3 | -44276.346 |
| 4 | -56103.835 |